This record from OMol25 describes a cluster of 2 separate species, C5H12IP in total. The level of theory is the ωB97M-V functional and the def2-TZVPD basis.

Element x y z (Å)
C1 0.55 1.49 0.49
C2 0.17 2.75 0.42
C3 -0.34 -1.02 1.44
C4 0.45 -0.72 -1.19
C5 -2.12 -0.57 -0.60
P1 -0.54 0.10 0.03
I1 4.47 -0.34 -0.22
H1 3.03 0.09 0.03
H2 -0.78 3.25 0.18
H3 0.92 3.53 0.75
H4 0.66 -1.24 1.43
H5 -0.51 -0.51 2.32
H6 -0.98 -1.83 1.32
H7 0.14 -0.62 -2.16
H8 1.48 -0.34 -0.89
H9 0.58 -1.76 -1.08
H10 -1.88 -0.69 -1.63
H11 -2.31 -1.60 -0.20
H12 -2.99 0.03 -0.45

The energy above the lowest of the compared OMol25 structures with the same formula, charge and spin comes out at 330.8 kJ/mol. The SMILES is C=C=P(C)(C)C.I. As for the LUMO energy: 0.5343 eV. The total charge is 0. The HOMO-LUMO gap comes out at 8.51 eV. The HOMO energy comes out at -7.97 eV.

Results of the Mulliken charge analysis, in e, for atoms 1 through 4: -0.28, -0.76, -1.35, -1.03